[1]
This record from OMol25 describes a molecular structure, C27H26F5N7RbS3 at a distorted geometry. The level of theory is wB97M-V/def2-TZVPD.

Geometry as XYZ:
```
69
Properties=species:S:1:pos:R:3:forces:R:3
Rb 0.21171 -0.34211 0.09294 -0.33 0.80 -0.49
C 0.70227 1.23821 5.03080 0.17 -0.06 -0.33
C 0.30219 0.67351 3.68591 1.03 1.00 0.08
N 0.90161 1.00451 2.58391 -0.22 -0.50 -0.10
N 1.87537 1.92298 2.69136 -0.08 0.71 1.06
C 2.65484 2.18355 1.66488 0.07 -0.07 -0.07
N 3.49185 3.26493 1.86455 0.13 0.12 0.12
S 2.84092 1.41150 0.17789 0.09 -0.32 -0.69
C -0.76724 -0.30815 3.67515 -0.73 -0.64 0.15
C -1.71606 -0.34821 4.71581 0.30 0.14 -0.19
C -2.69442 -1.31661 4.71015 -0.12 -0.28 -0.16
C -2.71102 -2.25813 3.69024 0.10 0.15 0.15
C -1.72907 -2.15225 2.71580 -0.41 -0.42 0.05
N -0.80633 -1.21334 2.68937 0.36 0.29 0.06
H 1.71301 1.62624 4.93941 -0.03 0.05 0.07
H 0.67683 0.46015 5.79091 -0.08 -0.02 0.12
H 0.05372 2.06018 5.33511 -0.07 0.08 0.08
H 3.63658 3.54426 2.82152 -0.10 -0.04 0.08
H 4.30845 3.26538 1.27184 -0.17 0.00 0.07
H -1.69552 0.38261 5.50946 0.09 0.09 0.02
H -3.43991 -1.34737 5.49264 -0.05 0.03 0.07
H -3.44633 -3.04915 3.66122 0.00 -0.03 -0.05
H -1.67287 -2.88705 1.92422 -0.05 -0.05 -0.21
F 2.78586 -6.88452 -0.47858 -0.17 0.28 -0.13
C 2.03642 -5.87378 -0.97511 -0.08 0.09 -0.05
C 1.61604 -4.82869 -0.15874 0.19 -0.25 0.20
F 1.96319 -4.80655 1.14492 -0.02 -0.11 -0.29
C 0.83313 -3.81919 -0.67244 -0.16 -0.02 -0.60
F 0.44398 -2.83130 0.17651 0.21 -1.18 -0.08
C 0.41322 -3.76804 -2.02023 0.64 -0.98 0.53
S -0.59614 -2.55807 -2.62233 -0.64 0.97 -0.41
C 0.88130 -4.83952 -2.81955 -0.17 0.44 0.15
F 0.55539 -4.87420 -4.12754 0.12 -0.12 0.38
C 1.66001 -5.85968 -2.31730 0.19 -0.23 0.16
F 2.06132 -6.86453 -3.12475 -0.05 0.18 0.20
S -5.14054 -1.71932 -0.44232 0.15 0.15 0.21
C -3.43430 -1.42173 -0.68938 -0.68 -0.23 -0.24
N -2.89424 -0.58585 0.10407 1.12 0.23 -0.13
C -3.77607 -0.10257 1.02540 -1.04 0.02 0.35
C -3.48341 0.80055 2.04496 -0.06 -0.08 -0.14
C -4.48627 1.15590 2.92164 0.12 0.11 -0.08
C -5.78075 0.65499 2.77913 -0.03 -0.01 0.00
C -6.09616 -0.21934 1.75957 -0.17 -0.05 0.04
C -5.08837 -0.60764 0.89346 0.37 -0.02 -0.17
H -2.90643 -1.92894 -1.47570 0.30 -0.21 -0.26
H -2.47942 1.18620 2.12756 0.12 0.08 0.07
H -4.26419 1.84215 3.72421 0.01 0.07 0.11
H -6.54906 0.95576 3.47351 -0.10 0.06 0.10
H -7.10029 -0.59608 1.63544 -0.11 -0.03 0.06
C -1.79467 2.28851 -2.44448 -0.06 -0.10 -0.05
C -2.30718 3.58392 -3.12184 -0.05 0.04 -0.09
N -1.90053 4.74830 -2.34156 -0.10 0.25 -0.16
C -2.49723 4.66266 -1.01415 -0.08 0.09 -0.01
C -2.07398 3.33932 -0.33213 -0.04 -0.05 0.11
N -1.13378 2.62125 -1.18607 0.06 -0.24 0.09
C 0.01772 3.47858 -1.45853 0.18 0.03 0.00
C -0.44618 4.75191 -2.20648 0.01 0.09 -0.04
H -1.07713 1.76676 -3.08138 -0.02 -0.05 0.03
H -2.61719 1.60248 -2.22579 0.04 -0.04 -0.03
H -3.39858 3.59552 -3.19106 0.02 -0.03 -0.04
H -1.90455 3.69835 -4.13156 -0.04 -0.04 0.00
H -3.58232 4.72710 -1.13012 -0.01 0.01 0.07
H -2.16510 5.53562 -0.44736 -0.04 -0.01 0.06
H -2.93665 2.69105 -0.16100 0.01 -0.01 0.06
H -1.58756 3.52364 0.62760 -0.02 -0.02 0.06
H 0.73824 2.91086 -2.05109 0.03 0.01 0.12
H 0.49067 3.72576 -0.50600 0.07 -0.09 -0.04
H -0.02003 4.80823 -3.21134 0.04 0.02 0.03
H -0.16454 5.66109 -1.66825 0.06 -0.03 -0.04
```
Positions in Å, forces in eV/Å.

Output
Lowest unoccupied orbital energy, eV: 1.988
Frontier orbital gap, eV: 6.4
Net charge: -1
HOMO, eV: -4.4
ΔE to the lowest compared entry with this formula, charge and spin, kcal/mol: 3.8

***

[2]
This record from OMol25 describes a molecular structure, C27H26F6I2N2O2PdSeSi2 at a distorted geometry. The level of theory is wB97M-V/def2-TZVPD.

Geometry as XYZ:
```
69
Properties=species:S:1:pos:R:3:forces:R:3
Pd -0.69846 0.05560 -0.30075 0.03 -0.15 -0.53
I -0.95231 -4.17947 -3.77558 0.32 0.33 0.46
C 0.62613 -3.28579 -2.69147 0.52 -1.32 -0.35
C 1.91746 -3.92239 -2.83146 0.09 1.80 0.55
C 3.08723 -3.35711 -2.35836 -3.81 1.41 0.71
I 4.73799 -4.41237 -2.30481 2.32 -1.37 -0.19
C 2.92507 -2.13923 -1.57061 -1.09 -1.13 -0.55
C 3.95395 -1.52672 -0.92224 1.20 1.27 0.54
C 3.71203 -0.37305 -0.13684 1.41 -1.37 -1.28
C 2.46404 0.15147 -0.10400 -2.14 -0.72 -0.29
N 1.41228 -0.49148 -0.67344 1.56 0.96 0.72
C 1.61196 -1.61310 -1.34626 -0.04 -0.10 -0.12
C 0.40085 -2.21518 -1.86198 -2.37 0.61 -0.68
O -0.82658 -1.66709 -1.65420 3.55 -1.35 -1.02
H 1.97675 -4.85859 -3.31192 -0.10 -0.89 -0.62
H 4.96279 -1.93593 -1.13286 -0.60 0.56 0.65
H 4.53252 0.12474 0.32276 0.43 0.31 0.39
H 2.19140 1.04207 0.43266 0.18 0.31 0.09
C -0.43094 -1.03009 4.52860 -1.58 -0.59 0.06
Si 0.49135 -0.42072 3.02469 -0.55 -0.47 -0.04
C 0.30657 1.43817 2.90116 0.24 -1.01 0.82
C 2.21831 -1.05755 3.34325 1.09 1.12 -0.08
N -0.27024 -1.17838 1.60049 -0.46 -0.73 -0.01
C -0.52373 -2.49287 1.47893 0.26 0.04 -0.36
C 0.32809 -3.49905 2.06180 -0.02 0.41 0.79
C 0.12539 -4.83313 1.82174 -0.17 0.75 -0.63
C -0.93852 -5.17828 1.00329 -0.09 -1.85 -0.34
C -1.87051 -4.31474 0.48556 -0.11 -0.09 -0.81
C -1.61653 -3.00370 0.65363 -0.27 1.90 0.95
F -2.55811 -2.16317 0.20611 0.43 0.18 0.31
H -0.27821 -0.21724 5.24496 -0.31 -0.24 0.33
H 0.02957 -1.94341 4.91735 0.18 0.19 0.02
H -1.53961 -1.31632 4.45367 1.48 0.90 -0.07
H 0.53375 1.78480 3.91107 -0.17 0.14 0.16
H -0.72847 1.63938 2.65441 -0.09 0.29 -0.21
H 1.00868 1.94525 2.27351 0.19 0.30 -0.73
H 2.86762 -0.21919 3.68345 -0.49 -0.36 0.27
H 2.71754 -1.28377 2.40108 -0.05 -0.66 -0.03
H 2.27450 -1.86542 4.09302 0.03 0.29 -0.55
H 1.13373 -3.19437 2.74387 -0.37 0.01 -0.58
H 0.80956 -5.59459 2.13895 0.18 -0.13 0.32
H -1.03585 -6.20695 0.70747 -0.07 -0.45 0.16
H -2.71771 -4.58538 -0.16095 0.53 -0.14 0.49
F 2.13451 5.93678 -4.07385 0.43 0.15 0.32
C 1.46603 4.84641 -3.75281 -0.42 -0.48 -0.02
C 0.75004 4.22092 -4.76103 -0.46 -0.98 -0.87
F 0.90397 4.62732 -6.02813 -0.08 0.37 0.27
C -0.00796 3.07886 -4.54778 1.05 0.40 2.16
F -0.55792 2.51890 -5.61485 -0.22 -0.22 0.52
C -0.06962 2.52411 -3.19791 -0.35 -0.01 -1.30
Se -1.13067 0.97585 -2.93323 0.31 0.23 0.41
C 0.68570 3.14704 -2.18653 0.41 1.37 -2.27
F 0.75347 2.77751 -0.93712 -0.27 -0.89 0.80
C 1.47119 4.27818 -2.49271 -0.25 -0.54 0.03
F 2.27548 4.74562 -1.54533 0.02 0.42 0.20
C -3.79793 2.70953 2.16406 0.01 0.29 -0.71
Si -2.98027 2.41604 0.48074 0.55 -0.27 0.18
C -4.31238 1.97456 -0.72844 -1.01 0.87 -0.60
C -2.20271 4.05160 -0.12812 -0.95 0.74 0.13
O -1.90245 1.19170 0.60270 -1.55 1.69 1.11
H -4.72226 3.28913 2.06188 0.01 -0.18 -0.03
H -3.13725 3.31656 2.75503 0.45 0.35 0.44
H -3.98931 1.80571 2.72480 -0.16 -0.35 0.00
H -4.86565 2.96077 -0.91755 0.15 -1.48 0.45
H -4.94177 1.15739 -0.32908 -0.08 0.67 -0.06
H -4.03611 1.64540 -1.73124 0.44 0.00 0.04
H -2.99756 4.67850 -0.65949 1.01 -0.68 0.79
H -1.42324 3.85943 -0.85301 0.12 -0.10 -0.26
H -1.73663 4.66051 0.67921 -0.40 -0.35 -0.44
```
Positions in Å, forces in eV/Å.

Output
2S+1: 5
Lowest unoccupied orbital energy (spin up / spin down), eV: -0.428 / -2.854
⟨S²⟩: 6.072
Frontier orbital gap (spin up / spin down), eV: 7.4 / 4.5
HOMO (spin up / spin down), eV: -7.9 / -7.4

***

[3]
This record from OMol25 describes a molecular structure, C27H26GaN8O3S. The level of theory is wB97M-V/def2-TZVPD.

Geometry as XYZ:
```
66
Properties=species:S:1:pos:R:3:forces:R:3
Ga 0.66051 -0.22684 0.35454 -0.40 0.71 -0.38
N -4.32754 2.25130 6.76248 -0.04 0.04 0.00
C -3.55494 1.55957 5.86682 0.01 0.02 0.05
C -2.28479 2.03829 5.50855 -0.02 0.00 -0.01
C -1.51763 1.35932 4.58985 0.02 -0.05 0.00
C -2.00493 0.19390 4.00424 -0.19 0.08 -0.01
C -3.26237 -0.28916 4.34508 -0.03 0.07 0.02
C -4.03011 0.38641 5.27198 0.04 -0.04 -0.06
S -1.04909 -0.67851 2.84531 0.18 0.12 -0.03
O 0.32677 -0.66421 3.29094 -0.05 0.01 0.04
O -1.70334 -1.92312 2.55441 0.14 0.02 0.06
N -0.98445 0.22920 1.44552 -0.23 -0.66 -0.25
C -1.93881 -0.16641 0.48123 0.30 0.36 0.45
N -1.34711 -0.59040 -0.64031 -0.02 -0.21 -0.03
C -2.12899 -1.06891 -1.60670 -0.02 0.11 -0.05
C -3.50110 -1.08691 -1.45432 0.02 0.00 -0.01
C -4.00945 -0.55169 -0.27774 -0.01 0.01 -0.01
N -3.23848 -0.07265 0.69600 -0.09 -0.11 -0.07
H -3.88581 2.93979 7.34581 0.01 -0.01 0.00
H -5.11471 1.78286 7.17542 0.01 -0.01 0.00
H -1.90531 2.93939 5.97282 0.01 0.02 0.01
H -0.52733 1.71972 4.34388 0.03 -0.01 -0.01
H -3.62664 -1.19672 3.88665 0.00 -0.03 -0.02
H -5.00554 0.00517 5.54473 -0.02 0.00 0.01
H -1.63830 -1.43473 -2.50005 0.02 -0.01 0.00
H -4.14775 -1.48642 -2.21986 -0.01 0.00 -0.01
H -5.07932 -0.50005 -0.11283 0.00 0.00 0.02
N 2.13134 0.65927 1.49703 0.11 -0.02 0.23
C 3.41693 0.49067 0.84980 -0.07 -0.04 0.01
C 4.21530 1.60704 0.67329 0.04 -0.03 -0.05
C 5.41832 1.50111 -0.00725 0.02 0.00 0.00
C 5.80951 0.26801 -0.50354 -0.02 0.02 0.02
C 4.99917 -0.84051 -0.31795 -0.01 -0.03 0.00
C 3.78350 -0.76641 0.36072 0.00 -0.02 0.02
C 2.93445 -1.99123 0.48768 0.01 0.11 -0.05
C 3.55840 -3.22307 0.67336 0.01 -0.03 0.00
C 2.82068 -4.39571 0.69902 -0.03 -0.01 0.00
C 1.44420 -4.35403 0.53862 0.04 0.04 0.00
C 0.81280 -3.12868 0.37613 0.04 -0.04 0.03
C 1.53758 -1.94029 0.35463 0.07 -0.32 0.10
H 1.99096 1.63052 1.75585 -0.02 -0.03 0.00
H 2.03489 0.09727 2.34797 0.05 0.01 0.00
H 3.89951 2.56235 1.07767 -0.01 0.01 0.01
H 6.04313 2.37381 -0.13841 0.01 0.01 -0.01
H 6.74211 0.16617 -1.04083 0.02 0.01 -0.01
H 5.29829 -1.79214 -0.73629 0.01 0.00 -0.01
H 4.63119 -3.26731 0.81257 0.01 0.00 0.00
H 3.32321 -5.34154 0.85157 0.00 -0.01 0.00
H 0.86365 -5.26637 0.56155 -0.01 -0.01 0.00
H -0.26828 -3.10703 0.29578 0.00 0.02 0.00
C 2.14686 2.00860 -3.86338 -0.02 0.05 0.01
N 1.25426 2.33882 -2.75131 0.00 0.08 -0.02
C 0.46960 3.44851 -2.74438 0.03 0.01 -0.03
C -0.38624 3.71953 -1.73664 0.07 -0.07 0.00
C -0.41683 2.80290 -0.63987 0.04 0.15 0.26
N 0.37808 1.73641 -0.63986 0.06 -0.14 -0.22
C 1.15624 1.44040 -1.71727 -0.18 -0.14 0.05
O 1.72387 0.35021 -1.73342 0.09 0.03 0.03
N -1.20115 3.00456 0.41756 -0.05 -0.03 0.00
H 2.21379 2.87707 -4.51265 0.02 -0.03 -0.03
H 1.75851 1.15532 -4.41500 0.01 -0.01 0.00
H 3.12931 1.75921 -3.47076 0.00 -0.01 -0.01
H 0.57090 4.09794 -3.60291 0.00 0.01 0.00
H -1.00222 4.60369 -1.75275 -0.02 0.01 0.01
H -1.85175 3.76997 0.43248 0.02 0.01 -0.01
H -1.25642 2.28737 1.13718 0.03 -0.01 -0.05
```
Positions in Å, forces in eV/Å.

Output
Lowest unoccupied orbital energy, eV: -2.591
Frontier orbital gap, eV: 7.9
Net charge: +1
HOMO, eV: -10.4
ΔE to the lowest compared entry with this formula, charge and spin, kcal/mol: 11.3

***

[4]
This record from OMol25 describes a molecular structure, C27H26IrN5O3S2 at a distorted geometry. The level of theory is wB97M-V/def2-TZVPD.

Geometry as XYZ:
```
64
Properties=species:S:1:pos:R:3:forces:R:3
Ir 0.61713 1.06473 -0.87192 -0.17 -0.21 2.02
O 1.67549 7.76736 -0.42666 1.38 1.40 0.20
C 0.53553 7.39602 -0.43387 0.01 -2.94 -0.49
O -0.61561 7.73400 -0.42388 -1.40 1.36 0.20
C 0.55771 5.69272 -0.56869 0.09 1.23 0.22
C -0.65981 5.01884 -0.63041 0.64 -1.17 -0.08
C -0.60627 3.63681 -0.72476 0.10 0.19 0.00
N 0.59688 3.01051 -0.75793 -0.16 0.36 0.01
C 1.77931 3.66388 -0.70012 -0.03 0.26 0.04
C 1.79307 5.04855 -0.60481 -0.68 -1.12 -0.13
C 2.95442 2.75976 -0.74799 -0.31 -0.26 0.00
C 4.26247 3.20484 -0.68934 -0.07 -0.32 -0.05
C 5.29277 2.27514 -0.74328 -0.23 -0.23 -0.03
C 4.98362 0.92390 -0.85600 -0.07 0.20 0.01
C 3.65503 0.54075 -0.90628 0.17 -0.07 -0.04
N 2.65915 1.42413 -0.85474 0.04 0.47 0.23
C -1.75713 2.70776 -0.82793 0.45 -0.36 -0.03
C -3.07702 3.12248 -0.78053 -0.01 -0.35 -0.09
C -4.08532 2.17866 -0.91878 0.33 -0.25 -0.03
C -3.74288 0.84090 -1.11248 0.06 0.25 0.03
C -2.40612 0.48651 -1.14026 -0.15 -0.01 -0.08
N -1.42847 1.38299 -0.99107 -0.17 0.58 0.29
H -1.58965 5.56578 -0.60870 0.03 0.30 0.03
H 2.70820 5.61887 -0.56646 -0.04 0.29 0.03
H 4.47660 4.25667 -0.60575 -0.03 0.14 0.01
H 6.32020 2.60288 -0.70133 0.08 0.01 0.00
H 5.75751 0.17615 -0.90736 0.07 -0.07 -0.01
H 3.35772 -0.49451 -1.00369 0.04 -0.01 0.00
H -3.31547 4.16356 -0.64281 0.02 0.14 0.01
H -5.11935 2.48216 -0.88424 -0.12 0.02 -0.01
H -4.49967 0.08646 -1.24987 -0.09 -0.08 -0.02
H -2.08400 -0.53564 -1.30115 -0.03 0.03 -0.02
N 0.87824 -1.30167 2.72033 0.09 0.41 0.30
C 0.00376 -0.48447 2.14363 -0.44 -1.44 -0.13
S 0.52704 1.08034 1.62858 0.49 0.85 -1.94
N -1.25094 -0.86034 1.92724 0.14 0.88 -0.27
C -1.90703 -2.10744 2.10867 -0.17 -0.28 -0.15
C -1.62008 -3.00154 3.12814 0.07 0.06 0.18
C -2.31627 -4.20021 3.19918 -0.06 -0.06 -0.04
C -3.30338 -4.50601 2.27706 0.06 0.11 0.00
C -3.61495 -3.58940 1.28030 0.02 -0.04 0.05
C -2.91980 -2.39801 1.19516 0.10 -0.01 0.06
H 1.79482 -0.92369 2.92262 -0.07 -0.14 -0.05
H 0.60879 -2.17491 3.16141 0.05 0.28 -0.18
H -1.78926 -0.15245 1.42813 0.06 -0.22 0.27
H -0.93668 -2.76796 3.93443 -0.03 0.04 0.00
H -2.09755 -4.88424 4.00383 0.02 -0.07 0.08
H -3.84533 -5.43501 2.35022 -0.05 -0.09 0.01
H -4.40571 -3.79950 0.57580 -0.06 -0.02 -0.05
H -3.16591 -1.67971 0.42543 -0.04 0.06 -0.03
O 0.67665 -1.00538 -1.29975 0.10 0.11 -0.29
S 0.50661 -2.27293 -0.44929 -0.11 -0.12 0.07
C 1.96394 -3.29230 -0.68622 0.07 0.01 -0.03
C 1.40005 -4.70305 -0.59840 -0.06 -0.04 -0.02
C 0.18618 -4.73481 -1.53893 0.05 -0.06 -0.03
C -0.53676 -3.38251 -1.43241 -0.07 -0.01 -0.03
H 2.69756 -3.04775 0.07829 0.05 0.00 0.01
H 2.35143 -3.05693 -1.67957 0.02 -0.01 -0.02
H 1.09562 -4.92015 0.42884 0.01 -0.02 0.00
H 2.15312 -5.43962 -0.87542 -0.02 0.03 0.02
H -0.48505 -5.55336 -1.28713 0.01 0.02 -0.02
H 0.51608 -4.88749 -2.56634 0.00 0.01 0.03
H -1.50128 -3.44596 -0.93183 0.01 0.00 0.01
H -0.65998 -2.87514 -2.38895 -0.01 0.00 -0.04
```
Positions in Å, forces in eV/Å.

Output
Lowest unoccupied orbital energy (spin up / spin down), eV: -8.328 / -8.329
Frontier orbital gap (spin up / spin down), eV: 3.6 / 3.6
Net charge: +2
HOMO (spin up / spin down), eV: -11.9 / -11.9
ΔE to the lowest compared entry with this formula, charge and spin, kcal/mol: 36.5